No. 1
ORCA calculation (ωB97M-V with the def2-TZVPD basis set) on the molecule C12H22NO4P at a distorted geometry.

XYZ file:
```
40
Properties=species:S:1:pos:R:3:forces:R:3
C -0.800 -0.820 -1.547 -0.27 -0.18 -0.75
C -4.137 -0.062 -0.378 0.12 0.04 0.22
H 4.487 1.583 -0.445 -0.02 0.08 -0.02
H -3.829 2.577 0.039 -0.03 0.09 -0.01
H 2.520 1.700 -2.027 -0.06 -0.14 0.01
H -4.493 -1.067 -0.161 -0.06 -0.12 -0.07
H 1.528 0.246 -2.298 0.03 0.16 0.06
H 3.748 -0.471 -1.647 -0.04 -0.06 -0.03
N -1.129 -0.697 -2.642 -0.09 0.04 -0.28
H 4.544 -0.885 1.358 -0.01 -0.12 0.08
C 3.125 -0.025 -0.868 -0.10 0.48 0.14
H -3.038 2.542 1.623 -0.02 0.13 -0.03
C -0.367 -0.915 -0.225 0.91 1.13 1.23
H 5.679 -0.573 0.040 0.10 -0.08 -0.03
H -4.962 0.508 -0.798 -0.11 0.03 -0.09
H -1.480 3.115 -0.238 0.03 -0.14 -0.03
O -0.044 -2.156 1.757 -0.19 -0.22 -0.19
H -1.472 -3.152 -1.033 -0.01 -0.02 0.00
C -3.627 0.604 0.894 -0.07 0.15 -0.12
C -1.749 2.081 -0.005 -0.54 0.33 -0.26
O -0.775 1.578 0.909 0.36 -0.39 0.22
H -1.984 -3.541 0.625 -0.05 0.00 0.04
O 1.117 1.383 -0.636 -0.84 -0.26 0.93
H 0.431 -1.332 2.029 0.15 0.17 -0.03
O 1.152 0.239 1.730 0.11 -0.53 0.18
H 5.647 0.487 1.452 0.11 -0.02 0.09
C -0.485 -2.047 0.516 -0.10 -0.47 0.07
H -3.358 -0.137 -1.132 0.03 -0.03 -0.14
C -1.136 -3.287 -0.010 0.11 0.14 0.15
C 3.990 0.777 0.100 -0.01 -0.27 0.00
H -4.440 0.639 1.622 0.06 -0.04 0.07
H 3.347 1.225 0.858 0.05 0.08 -0.02
H -1.738 1.503 -0.932 -0.01 0.05 -0.01
C -3.120 2.029 0.663 0.35 -0.29 0.05
H 2.628 -0.834 -0.325 0.09 -0.15 -0.05
C 5.031 -0.104 0.779 -0.12 0.23 -0.07
H -0.431 -4.115 0.042 0.05 -0.03 0.01
H -2.822 0.010 1.333 -0.04 -0.02 0.10
C 2.064 0.831 -1.542 0.54 -0.49 -0.62
P 0.376 0.566 0.523 -0.40 0.75 -0.80
```
Forces are in eV/Å.

largest force on an atom = 1.90 eV/A
total charge = 0
frontier orbital gap = 10.357 eV
SMILES string = CCCCOP(=O)(OCCCC)/C(C#N)=C(/C)O

=====

No. 2
ORCA calculation (ωB97M-V with the def2-TZVPD basis set) on a structure of composition C36H25F3NO2PtS4Sb.

XYZ file:
```
73
Properties=species:S:1:pos:R:3:forces:R:3
H -1.577 -5.567 2.082 0.00 0.00 0.00
H -3.912 -3.458 -0.350 -0.01 -0.01 0.00
H -3.225 -2.292 -5.041 0.01 0.01 -0.01
Sb 0.054 -0.637 1.310 0.12 -0.33 -0.43
C 3.919 1.408 1.439 0.09 -0.01 0.04
H -4.927 -4.012 -4.499 0.00 0.01 -0.01
F 0.507 -6.852 1.273 0.00 0.01 0.00
C -4.357 -3.537 -3.713 0.01 0.02 -0.08
N -2.916 -2.337 -1.735 0.05 0.05 -0.19
C -0.199 2.206 -3.365 0.03 0.01 -0.05
C -3.419 -2.589 -4.021 -0.03 -0.03 0.04
C -0.894 -1.152 4.225 0.08 -0.07 0.00
F -2.198 0.858 6.918 0.00 0.00 0.00
C 3.093 2.039 -2.083 -0.12 -0.03 -0.01
C 4.589 0.729 2.436 -0.04 0.00 -0.02
C -1.611 2.725 -5.133 -0.04 -0.01 -0.11
C -0.671 1.988 -5.782 0.04 -0.04 0.02
C 3.864 4.072 -2.868 -0.03 0.02 -0.03
H 1.395 4.128 -0.105 0.02 -0.01 0.01
C 0.243 -2.756 1.445 0.01 0.16 0.07
H -2.657 3.907 1.406 -0.01 -0.02 0.01
C 4.031 -0.340 3.115 0.02 0.04 -0.02
C 0.365 3.809 -0.044 0.05 -0.07 -0.11
H -1.446 -1.523 6.281 0.00 0.00 0.01
H -1.944 3.434 -3.070 -0.01 0.01 0.00
C 1.402 -3.371 0.984 0.08 0.01 0.00
S 0.562 1.456 -4.723 -0.11 0.01 0.04
O 0.711 0.805 -1.585 0.00 -0.08 -0.21
C -1.776 3.719 0.813 -0.04 -0.03 -0.06
H 3.139 1.016 -1.745 0.00 -0.02 0.01
O -2.262 -1.785 -0.699 0.17 0.10 -0.08
S -1.470 -0.780 -3.346 0.00 0.02 -0.05
H -1.104 1.865 2.696 -0.01 0.02 -0.01
H 2.099 1.503 0.320 -0.01 0.01 -0.02
C -0.537 4.259 0.956 -0.07 0.04 0.06
H 2.398 -5.244 0.566 0.00 0.00 0.00
C -0.797 -0.203 3.213 -0.07 0.05 -0.22
C -2.664 -1.965 -3.011 -0.03 -0.04 0.26
H -5.300 -4.635 -2.095 0.00 0.00 0.01
C -0.753 -4.935 1.779 0.06 -0.07 -0.02
S 2.162 4.282 -2.868 0.07 -0.07 0.06
C 1.911 2.692 -2.250 0.06 0.09 0.09
H -0.274 4.960 1.734 0.00 0.01 0.00
C -1.737 0.511 5.702 0.01 -0.01 -0.06
C -4.571 -3.891 -2.376 -0.01 -0.02 0.10
H -1.946 2.497 4.941 0.00 0.01 0.00
C 2.748 -0.735 2.772 -0.01 -0.05 0.03
C -1.367 -0.800 5.481 -0.03 0.05 0.04
C -1.650 1.481 4.721 -0.02 -0.04 0.07
C 0.420 -5.509 1.325 -0.03 0.05 0.02
C 0.515 2.123 -2.022 -0.10 0.03 0.15
C -1.179 1.111 3.471 -0.01 0.05 -0.05
C 2.637 0.994 1.108 -0.05 0.06 -0.09
S -1.850 2.650 -0.524 0.07 0.07 0.07
C -1.331 2.862 -3.748 0.08 -0.04 0.11
C 2.048 -0.078 1.762 -0.17 -0.06 0.06
C -3.835 -3.272 -1.410 -0.06 -0.05 -0.03
H 4.509 4.871 -3.197 0.01 0.02 0.00
H 4.394 2.236 0.930 0.01 0.01 0.00
H 2.246 -2.771 0.662 0.00 0.00 0.00
H -1.756 -3.096 2.166 0.00 0.00 -0.01
C -0.832 -3.552 1.829 -0.11 0.01 0.00
H -0.643 1.725 -6.826 0.01 0.00 -0.01
C -0.195 2.937 -0.934 -0.03 -0.15 0.01
C 1.503 -4.753 0.922 -0.03 -0.04 0.01
H -0.588 -2.176 4.050 0.00 0.03 0.01
H -2.472 3.159 -5.620 -0.01 0.01 -0.01
F 5.836 1.118 2.765 0.00 0.00 0.00
H 5.242 2.495 -2.372 0.01 0.00 0.00
H 2.297 -1.568 3.300 0.00 0.00 0.00
H 4.595 -0.838 3.890 0.00 0.00 0.01
Pt -0.808 -0.456 -1.199 0.01 0.27 0.63
C 4.218 2.835 -2.433 0.10 0.06 -0.04
```
Forces are in eV/Å.

largest force on an atom = 0.69 eV/A
total charge = 0
frontier orbital gap = 8.113 eV

=====

No. 3
ORCA calculation (ωB97M-V with the def2-TZVPD basis set) on a cluster of 5 separate species, C15H29O18S5 in total at a distorted geometry.

XYZ file:
```
67
Properties=species:S:1:pos:R:3:forces:R:3
H 1.379 -5.548 3.046 0.10 0.25 -0.07
H 0.680 3.855 -4.433 0.03 -0.02 -0.02
H 4.691 -2.782 3.664 -0.01 -0.01 -0.09
O 2.438 0.697 1.486 0.14 0.42 -0.19
H 0.145 -2.822 2.715 0.06 0.02 0.08
C -3.971 1.169 -5.166 0.02 -0.02 0.37
O -4.689 0.197 -5.948 0.08 0.08 -0.15
C 0.046 -2.046 4.740 0.28 0.37 -0.23
O 1.144 0.552 -0.509 -0.05 0.02 0.03
O -1.909 2.307 -0.356 -0.14 -0.11 -0.12
O 3.668 1.065 -3.556 0.25 -0.02 -0.41
S 1.673 0.052 5.399 -0.15 0.22 0.09
H 3.831 -0.711 0.881 0.03 0.18 0.08
H -0.828 -5.100 3.227 -0.05 0.01 0.11
H -1.357 3.246 1.404 0.01 -0.01 -0.02
C 3.678 -2.369 3.707 0.03 0.00 0.12
C 2.703 -3.406 3.237 -0.31 -0.01 -0.23
H 1.612 4.680 -3.159 0.15 -0.02 0.00
O 2.478 -3.675 2.073 0.18 0.04 0.41
H 3.458 -2.060 4.728 -0.04 -0.03 -0.11
S 2.545 1.599 -4.245 -0.04 0.08 0.63
O 1.278 1.421 -3.308 -0.33 0.10 -0.36
H -4.168 2.161 -5.559 -0.07 -0.06 -0.13
O 2.135 -4.054 4.274 0.23 0.00 -0.17
H 2.898 0.203 4.859 0.13 -0.04 -0.02
H -1.458 -2.818 3.421 0.09 -0.09 -0.12
O -3.605 2.585 -2.084 0.00 0.00 -0.25
H -2.100 1.048 -6.266 -0.01 0.01 0.00
O -3.631 3.920 -0.007 0.06 0.09 0.01
S -3.962 -1.219 -5.859 0.03 0.10 0.05
C 2.768 -0.515 0.776 -0.34 -0.38 -0.06
H -0.859 -1.728 5.295 0.03 -0.18 0.09
O 1.390 2.727 0.635 -0.18 0.11 0.11
H -4.252 2.260 1.063 0.01 0.00 -0.01
H -4.304 1.111 -4.129 0.02 0.03 0.00
H 3.102 0.426 -1.162 0.02 0.02 -0.02
H -0.079 2.689 -2.393 -0.09 -0.08 -0.10
C -0.402 -3.029 3.637 -0.54 0.05 0.20
O -0.015 0.931 1.586 0.01 0.21 -0.04
C -2.524 0.744 -5.307 0.05 0.18 -0.22
O -2.580 -0.691 -5.267 -0.05 0.00 0.13
C -2.095 2.521 1.063 -0.39 0.29 0.32
H -1.948 1.585 1.588 -0.12 0.09 -0.19
O -3.774 -1.702 -7.180 -0.06 -0.04 -0.05
C 1.404 3.723 -3.628 -0.24 -0.08 -0.10
O -1.933 4.355 -1.712 -0.08 0.10 -0.23
C -0.294 -4.513 3.984 0.16 -0.04 -0.22
S 1.136 1.344 0.876 0.63 -0.78 0.04
O -4.591 -2.027 -4.877 0.02 -0.09 0.00
C -3.511 3.056 1.148 0.00 -0.24 -0.02
H -0.788 -4.716 4.941 0.13 0.09 0.01
C 0.974 2.663 -2.638 0.13 0.15 0.26
O 2.215 1.193 -5.564 0.06 -0.14 -0.06
H 0.704 -2.524 5.471 -0.11 -0.16 -0.06
S -2.772 3.327 -1.201 0.20 -0.14 0.47
C 0.810 -0.869 4.122 -0.01 -0.14 0.07
H 1.550 2.720 -1.720 0.04 0.02 0.05
C 1.151 -5.050 3.989 -0.32 -0.39 0.15
H -1.896 1.103 -4.497 0.00 -0.17 0.09
C 2.367 -0.197 -0.654 0.24 -0.05 0.07
H 2.197 -1.338 1.215 0.00 0.05 -0.01
H 0.095 -0.170 3.676 0.06 -0.10 -0.02
H 3.588 -1.500 3.057 0.08 -0.11 0.15
H 1.262 -5.798 4.779 0.10 0.12 -0.03
H -3.692 3.637 2.046 0.00 0.16 -0.09
O 2.629 3.189 -4.174 0.00 0.09 0.01
H 2.166 -1.082 -1.251 -0.14 0.01 0.03
```
Forces are in eV/Å.

largest force on an atom = 1.00 eV/A
total charge = -1
frontier orbital gap = 4.179 eV

=====

No. 4
ORCA calculation (ωB97M-V with the def2-TZVPD basis set) on a cluster of 3 separate species, C5H12O3 in total at a distorted geometry.

XYZ file:
```
20
Properties=species:S:1:pos:R:3:forces:R:3
H -0.357 -1.536 5.851 0.53 -1.04 -0.99
H -1.774 -3.220 2.924 1.38 1.47 -2.50
O -1.187 -3.050 2.099 -0.77 -0.36 0.82
H -0.765 1.914 -1.991 1.60 -2.24 0.57
H 2.332 3.662 -0.679 -2.90 -0.39 -0.16
C 1.083 1.980 -0.994 2.56 2.07 0.46
C -0.055 -0.147 -1.583 2.13 -2.57 0.39
H 0.813 -0.606 -1.073 -0.62 -0.21 -0.03
O -0.592 -1.726 4.905 -0.16 1.07 2.15
O 2.267 1.375 -0.584 -0.49 0.13 1.63
C 0.057 1.144 -1.552 -3.65 4.85 -1.13
H -0.111 -1.848 -2.932 -1.43 1.28 1.09
H -1.001 -0.411 -3.322 -1.42 0.61 -1.45
H 0.420 4.065 -0.951 -0.33 0.20 -0.24
C 1.205 3.344 -0.876 2.13 -1.74 0.09
H -1.292 -2.216 1.573 -0.57 -1.11 1.62
H -1.247 -1.016 4.918 -0.40 -0.02 -1.11
C -0.845 -1.039 -2.501 1.39 -2.02 0.95
H 2.778 0.894 -1.205 0.14 -0.77 -1.36
H -1.728 -1.563 -2.027 0.88 0.78 -0.80
```
Forces are in eV/Å.

largest force on an atom = 6.17 eV/A
total charge = 0
frontier orbital gap = 9.157 eV
SMILES string = C=C(O)/C=C/C.O.O